(1)
Here is a molecular structure, CrH44O22 from OMol25. Energies are from ωB97M-V with the def2-TZVPD basis set.

## Properties
energy above the lowest of the compared OMol25 structures with the same formula, charge and spin	40.10	kJ/mol
LUMO (spin up / spin down)	-10.18 / -8.65	eV
F_max	2.80	eV/Å
total charge	+3
total energy	-2725.35386	Ha
spin multiplicity	4
⟨S²⟩	3.761

The geometry in XYZ format:
```
67
Properties=species:S:1:pos:R:3:mulliken_charge:R:1
Cr 0.204 -0.331 0.032 1.69
O 0.408 -2.029 4.409 -0.59
H 1.219 -2.322 4.823 0.28
H -0.086 -2.834 4.252 0.26
O -3.868 1.132 -1.215 -0.60
H -3.534 1.973 -0.901 0.22
H -4.745 1.330 -1.543 0.28
O 3.567 -0.569 2.485 -0.58
H 3.914 -0.008 1.791 0.25
H 4.334 -1.026 2.830 0.28
O 3.538 0.296 -2.562 -0.61
H 3.533 0.321 -3.519 0.28
H 3.472 1.213 -2.297 0.30
O 2.290 -3.852 0.877 -0.57
H 3.038 -4.152 0.360 0.28
H 2.641 -3.733 1.760 0.27
O 2.325 -0.932 -0.601 -0.25
H 2.714 -1.795 -0.459 0.16
H 2.987 -0.449 -1.095 0.16
O -2.663 -3.047 -1.424 -0.53
H -3.098 -3.452 -0.674 0.25
H -3.039 -3.487 -2.186 0.24
O -2.254 2.942 2.843 -0.59
H -1.990 3.650 3.431 0.29
H -3.075 2.617 3.212 0.26
O 2.571 2.843 -1.610 -0.59
H 1.952 3.201 -2.246 0.20
H 3.413 3.230 -1.850 0.32
O -0.521 0.369 3.968 -0.51
H -0.068 -0.352 4.406 0.20
H -0.839 0.923 4.681 0.27
O 0.512 3.384 2.217 -0.56
H 0.854 4.122 2.722 0.28
H -0.439 3.463 2.289 0.28
O 1.276 1.474 0.212 0.13
H 1.232 2.104 0.931 0.17
H 1.839 1.893 -0.439 0.07
O 1.004 -0.995 1.772 0.20
H 0.574 -1.325 2.561 0.06
H 1.924 -0.905 2.021 0.09
O 0.297 0.125 -1.962 0.68
H 0.455 -0.634 -2.523 0.26
H 0.350 0.876 -2.554 0.13
O -3.428 0.303 -4.014 -0.60
H -3.006 1.137 -4.220 0.27
H -3.418 0.258 -3.058 0.33
O 0.155 -2.405 -0.527 -0.19
H -0.600 -2.764 -0.994 0.19
H 0.647 -3.174 -0.239 0.10
O -0.087 2.332 -3.466 -0.54
H 0.562 2.966 -3.771 0.22
H -0.721 2.274 -4.182 0.22
O -1.791 -0.527 -0.586 -0.29
H -2.541 0.047 -0.741 0.10
H -2.113 -1.404 -0.792 0.05
O -1.358 2.230 -0.822 -0.50
H -1.536 3.089 -0.439 0.32
H -1.066 2.420 -1.713 0.12
O -1.497 -2.283 2.014 -0.57
H -2.390 -2.128 2.322 0.25
H -1.509 -3.183 1.686 0.22
O -0.995 0.732 1.426 -0.02
H -1.651 1.420 1.310 0.05
H -0.913 0.636 2.375 0.11
O 0.300 -2.156 -3.304 -0.50
H -0.350 -2.422 -3.954 0.25
H 1.088 -2.647 -3.537 0.24
```

(2)
Here is a molecular structure, CrH46O23 from OMol25. Energies are from ωB97M-V with the def2-TZVPD basis set.

## Properties
energy above the lowest of the compared OMol25 structures with the same formula, charge and spin	0.00	kJ/mol
LUMO (spin up / spin down)	-10.08 / -8.53	eV
F_max	1.53	eV/Å
total charge	+3
total energy	-2801.80915	Ha
spin multiplicity	4
⟨S²⟩	3.763

The geometry in XYZ format:
```
70
Properties=species:S:1:pos:R:3:mulliken_charge:R:1
Cr -0.149 -0.037 0.077 1.33
O -1.299 -0.160 -1.659 0.05
H -1.771 0.562 -2.073 0.09
H -1.588 -0.939 -2.134 0.19
O -2.114 -2.248 -3.421 -0.60
H -2.837 -1.645 -3.594 0.26
H -2.029 -2.758 -4.226 0.26
O -0.771 -1.783 1.084 0.41
H -1.354 -2.358 0.588 0.13
H -0.475 -2.318 1.820 0.10
O -2.652 4.157 -0.920 -0.58
H -2.353 4.922 -1.410 0.30
H -3.606 4.233 -0.915 0.28
O 3.488 0.228 -2.558 -0.71
H 3.760 0.212 -3.476 0.31
H 3.133 1.107 -2.428 0.25
O 1.765 -1.762 -3.560 -0.59
H 2.318 -0.987 -3.462 0.27
H 1.498 -1.751 -4.479 0.34
O 3.603 1.801 1.343 -0.55
H 3.865 1.111 1.952 0.25
H 3.178 2.459 1.893 0.27
O -1.957 2.155 -2.710 -0.45
H -2.614 2.820 -2.501 0.24
H -1.709 2.340 -3.616 0.23
O -2.402 0.785 3.290 -0.53
H -2.371 1.654 3.692 0.25
H -2.611 0.194 4.014 0.24
O -0.424 -3.071 3.574 -0.58
H -1.143 -3.556 3.170 0.27
H -0.419 -3.364 4.485 0.28
O 0.748 -1.570 -1.006 -0.03
H 0.963 -1.627 -1.937 0.12
H 1.074 -2.389 -0.634 0.12
O -4.239 0.357 -1.162 -0.54
H -4.202 0.013 -2.055 0.22
H -4.921 1.028 -1.192 0.26
O -0.538 2.271 -0.213 -0.19
H -0.116 3.038 0.173 0.18
H -1.314 2.619 -0.652 0.01
O 0.255 0.612 1.972 0.88
H -0.030 1.405 2.426 0.06
H 0.614 0.056 2.663 -0.17
O 1.603 -0.164 4.297 -0.49
H 2.435 0.214 4.585 0.26
H 1.307 -0.687 5.043 0.25
O 1.035 -4.023 0.098 -0.60
H 1.572 -3.804 0.859 0.27
H 0.378 -4.632 0.435 0.29
O -2.537 -2.891 -0.685 -0.58
H -2.339 -3.133 -1.590 0.23
H -3.422 -3.223 -0.536 0.23
O 2.096 -1.531 1.390 -0.61
H 2.989 -1.618 1.055 0.23
H 2.166 -1.752 2.319 0.24
O -2.276 0.455 0.651 -0.39
H -3.122 0.488 0.206 0.21
H -2.496 0.353 1.577 0.29
O 1.728 2.535 -2.667 -0.58
H 1.638 2.681 -3.609 0.26
H 1.946 3.396 -2.311 0.25
O 4.190 -0.904 -0.233 -0.58
H 5.130 -1.078 -0.277 0.31
H 3.962 -0.591 -1.109 0.24
O 0.140 2.913 3.719 -0.57
H 0.178 2.453 4.557 0.29
H -0.369 3.703 3.901 0.28
O 1.625 0.814 -0.501 0.10
H 1.646 1.528 -1.138 0.12
H 2.541 0.684 -0.255 0.15
```

(3)
Here is a molecular structure, CrO8S2 from OMol25. Energies are from ωB97M-V with the def2-TZVPD basis set.

## Properties
energy above the lowest of the compared OMol25 structures with the same formula, charge and spin	52.67	kJ/mol
LUMO (spin up / spin down)	5.33 / 5.10	eV
F_max	6.83	eV/Å
total charge	-2
total energy	-2442.89306	Ha
spin multiplicity	5
⟨S²⟩	6.014

The geometry in XYZ format:
```
11
Properties=species:S:1:pos:R:3:mulliken_charge:R:1
Cr -0.074 0.767 -0.725 0.81
S 2.227 0.598 0.540 1.54
O 2.262 -0.603 1.389 -0.69
O 3.558 1.187 0.857 -0.72
O 1.949 0.246 -0.852 -0.80
O 1.081 1.522 0.763 -0.71
S -2.234 -0.719 -0.369 1.55
O -1.791 0.487 0.311 -0.76
O -3.636 -0.812 -0.696 -0.71
O -1.367 -0.680 -1.520 -0.79
O -1.975 -1.991 0.301 -0.72
```

(4)
Here is a molecular structure, CsF from OMol25. Energies are from ωB97M-V with the def2-TZVPD basis set.

## Properties
energy above the lowest of the compared OMol25 structures with the same formula, charge and spin	48.62	kJ/mol
LUMO	-0.74	eV
F_max	1.44	eV/Å
total energy	-119.98652	Ha

The geometry in XYZ format:
```
2
Properties=species:S:1:pos:R:3:mulliken_charge:R:1
Cs 0.476 1.192 0.712 0.93
F -0.476 -1.192 -0.712 -0.93
```

(5)
Here is a molecular structure, CsH26O17P from OMol25. Energies are from ωB97M-V with the def2-TZVPD basis set.

## Properties
LUMO	2.86	eV
F_max	2.97	eV/Å
total charge	-2
total energy	-1656.47001	Ha

The geometry in XYZ format:
```
45
Properties=species:S:1:pos:R:3:mulliken_charge:R:1
Cs -3.975 1.547 -0.248 1.10
P -0.322 -0.021 0.011 0.06
O 0.446 -0.829 -1.083 -0.19
O 0.609 0.694 1.054 -0.59
O -1.220 -1.031 0.698 -0.08
O -1.226 1.071 -0.635 -1.49
O 3.368 -0.778 -0.349 -0.72
H 3.114 -0.865 0.570 0.40
H 2.605 -0.386 -0.773 0.27
O -2.493 -3.221 0.146 -0.80
H -1.907 -3.783 0.653 0.32
H -2.239 -2.330 0.387 0.62
O 2.226 2.066 -0.614 -0.63
H 1.566 1.445 -0.307 -0.03
H 2.162 2.804 -0.007 0.35
O -1.213 0.229 -3.260 -0.72
H -1.129 0.586 -2.376 0.39
H -0.899 -0.672 -3.186 0.40
O -0.850 -2.824 -2.266 -0.76
H -1.477 -3.025 -1.572 0.43
H -0.258 -2.180 -1.875 0.30
O -0.189 2.985 -1.938 -0.77
H 0.749 2.796 -1.957 0.35
H -0.573 2.243 -1.472 0.33
O -0.713 -2.373 2.880 -0.79
H -0.753 -2.026 1.989 0.07
H -0.195 -1.731 3.365 0.40
O 1.165 2.961 1.807 -0.86
H 0.460 3.461 1.396 0.35
H 0.934 2.046 1.649 0.54
O -1.335 3.211 0.796 -0.77
H -1.431 3.933 0.175 0.35
H -1.189 2.441 0.247 0.40
O -3.583 -0.657 1.743 -0.69
H -2.750 -0.809 1.297 0.38
H -3.732 -1.455 2.251 0.29
O 1.352 -2.723 0.933 -0.72
H 1.120 -1.992 0.360 0.21
H 0.575 -2.859 1.475 0.37
O 2.667 0.070 2.390 -0.73
H 1.917 0.334 1.857 0.67
H 3.295 0.786 2.292 0.31
O 2.046 0.054 -2.989 -0.65
H 1.513 -0.105 -2.210 0.06
H 1.758 0.910 -3.306 0.30
```

(6)
Here is a molecular structure, CsH4O2 from OMol25. Energies are from ωB97M-V with the def2-TZVPD basis set.

## Properties
energy above the lowest of the compared OMol25 structures with the same formula, charge and spin	51.85	kJ/mol
LUMO	-3.91	eV
F_max	1.65	eV/Å
total charge	+1
total energy	-172.81667	Ha

The geometry in XYZ format:
```
7
Properties=species:S:1:pos:R:3:mulliken_charge:R:1
Cs -23.900 -14.322 -6.425 1.01
O -24.451 -12.805 -4.001 -0.72
H -23.576 -12.692 -3.558 0.36
H -24.554 -12.019 -4.539 0.35
O -21.172 -13.629 -6.011 -0.73
H -20.735 -13.836 -6.865 0.36
H -21.204 -12.634 -5.932 0.36
```

Q: Among the records above, which one has the highest F_max?
A: CrO8S2

Q: Which formula does entry 6 have?
A: CsH4O2